[1]
Molecular formula: C46H50CdN2O2P2S3
Method: DFT, the ωB97M-V functional and the def2-TZVPD basis

Each line ends with the Mulliken charge.
Element x y z (Å)
Cd: 14.750 13.263 14.005  3.36
O: 14.945 13.186 16.261  -0.71
S: 14.980 14.010 17.512  -0.08
C: 16.404 13.305 18.371  -1.06
C: 17.669 13.153 17.513  0.36
C: 18.101 11.688 17.323  -1.22
C: 17.255 10.839 16.373  -0.43
S: 17.401 11.137 14.537  0.16
O: 16.893 12.533 14.284  -0.95
C: 19.181 11.294 14.458  0.43
C: 19.787 12.521 14.287  -0.19
C: 21.172 12.586 14.273  -0.77
C: 21.920 11.436 14.454  -0.50
C: 21.299 10.207 14.572  -0.63
C: 19.921 10.129 14.580  -0.34
C: 15.745 15.558 17.054  1.37
C: 16.301 15.758 15.807  -0.52
C: 16.881 16.987 15.478  -0.89
C: 16.975 17.976 16.440  -0.75
C: 16.387 17.785 17.681  -0.62
C: 15.761 16.585 17.999  -1.06
H: 16.028 12.328 18.711  0.58
H: 16.565 13.892 19.262  0.55
H: 18.457 13.728 17.993  0.62
H: 17.496 13.608 16.518  -0.50
H: 18.047 11.174 18.291  0.50
H: 19.132 11.666 16.994  0.37
H: 16.193 10.933 16.587  0.08
H: 17.517 9.789 16.407  0.74
H: 19.164 13.389 14.121  0.36
H: 21.615 13.555 14.110  0.44
H: 23.006 11.489 14.437  0.40
H: 21.873 9.292 14.630  0.43
H: 19.438 9.171 14.649  0.42
H: 16.372 14.922 15.124  0.44
H: 17.346 17.096 14.514  0.52
H: 17.472 18.902 16.229  0.47
H: 16.400 18.573 18.422  0.45
H: 15.303 16.448 18.956  0.57
C: 13.233 10.416 13.325  -0.56
C: 13.828 10.646 11.932  -0.92
P: 14.274 12.395 11.570  -0.58
C: 15.185 12.294 9.976  0.68
C: 14.489 11.762 8.896  -0.57
C: 15.011 11.797 7.627  -0.77
C: 16.235 12.412 7.398  -0.49
C: 16.968 12.899 8.471  -0.63
C: 16.432 12.868 9.759  -0.21
C: 12.855 13.436 11.046  1.20
C: 11.619 12.972 10.616  -0.01
C: 10.642 13.882 10.267  -0.78
C: 10.865 15.248 10.362  -0.76
C: 12.110 15.706 10.753  -0.64
C: 13.104 14.802 11.054  -0.91
P: 11.448 10.988 13.471  1.15
C: 11.200 11.280 15.271  0.24
C: 10.136 12.128 15.589  -0.12
C: 9.797 12.385 16.906  -0.82
C: 10.576 11.883 17.930  -0.73
C: 11.663 11.069 17.631  -0.67
C: 11.968 10.749 16.319  -0.52
C: 10.554 9.420 13.218  0.79
C: 11.018 8.408 12.377  -0.55
C: 10.255 7.270 12.169  -0.89
C: 9.019 7.156 12.785  -0.47
C: 8.539 8.167 13.592  -0.84
C: 9.308 9.291 13.807  -0.45
H: 13.820 10.918 14.090  -0.74
H: 13.357 9.359 13.587  1.05
H: 13.149 10.289 11.165  0.55
H: 14.774 10.138 11.784  0.41
H: 13.523 11.297 9.072  0.19
H: 14.461 11.351 6.807  0.43
H: 16.654 12.463 6.394  0.39
H: 17.939 13.322 8.307  0.44
H: 17.004 13.253 10.577  0.48
H: 11.404 11.911 10.554  0.36
H: 9.693 13.488 9.912  0.43
H: 10.089 15.936 10.074  0.51
H: 12.318 16.772 10.748  0.51
H: 14.087 15.153 11.345  0.43
H: 9.576 12.578 14.781  0.55
H: 8.935 13.021 17.103  0.42
H: 10.361 12.128 18.957  0.44
H: 12.272 10.688 18.431  0.50
H: 12.809 10.116 16.107  0.41
H: 11.961 8.479 11.877  0.25
H: 10.608 6.471 11.545  0.43
H: 8.457 6.234 12.671  0.38
H: 7.567 8.076 14.061  0.43
H: 8.912 10.041 14.487  0.26
C: 9.761 15.691 13.850  -0.83
N: 10.960 16.378 14.303  0.19
C: 10.975 17.820 14.546  -0.61
C: 12.427 18.063 15.003  -0.72
N: 13.060 16.767 14.778  0.16
C: 12.155 15.832 14.500  -0.04
S: 12.378 14.157 14.375  -0.38
H: 9.102 15.425 14.691  0.25
H: 10.062 14.779 13.354  0.14
H: 9.211 16.329 13.157  0.38
H: 10.247 18.101 15.309  0.37
H: 10.717 18.323 13.610  0.35
H: 12.442 18.353 16.050  0.35
H: 12.909 18.851 14.407  0.37
H: 13.922 16.518 15.252  -0.02

Properties
Total energy: -4087.406336 Eh
Net charge: +2


[2]
Molecular formula: C46H50GeN5OPtTe
Method: DFT, the ωB97M-V functional and the def2-TZVPD basis

Each line ends with the Mulliken charge.
Element x y z (Å)
Pt: 1.204 1.507 0.904  0.97
C: -2.419 -1.100 4.797  -0.58
C: -1.074 -0.747 4.760  -0.68
C: -0.645 0.336 4.010  0.27
C: -1.580 1.092 3.305  -1.14
C: -2.924 0.734 3.329  0.05
C: -3.343 -0.362 4.070  -0.74
N: -1.157 2.169 2.476  0.65
C: -0.437 3.213 3.077  -0.25
C: -0.936 3.692 4.298  -0.52
C: -0.389 4.769 4.971  -0.67
C: 0.706 5.425 4.426  -0.75
C: 1.243 4.965 3.239  -0.55
C: 0.719 3.865 2.541  0.65
N: 1.384 3.413 1.394  1.49
N: 2.481 4.097 1.043  -1.44
C: 3.381 3.341 0.396  0.38
C: 4.547 3.968 -0.129  -0.79
C: 5.503 3.216 -0.753  -0.14
C: 5.331 1.826 -0.874  -0.99
C: 4.182 1.276 -0.349  -0.06
N: 3.235 1.984 0.262  -0.24
H: -2.739 -1.960 5.375  0.36
H: -0.348 -1.340 5.306  0.41
H: 0.415 0.571 3.913  0.32
H: -3.622 1.320 2.743  0.33
H: -4.391 -0.642 4.075  0.40
H: -1.806 3.193 4.706  0.36
H: -0.824 5.094 5.910  0.38
H: 1.154 6.274 4.929  0.36
H: 2.119 5.435 2.818  0.46
H: 4.639 5.040 -0.009  0.42
H: 6.393 3.691 -1.151  0.35
H: 6.065 1.199 -1.362  0.39
H: 3.983 0.212 -0.410  0.31
C: -0.411 3.443 -1.778  -1.38
Ge: -1.466 3.141 -0.135  0.94
C: -1.629 4.938 0.684  -1.63
C: -3.341 2.732 -0.657  -1.03
C: -0.798 1.727 1.112  -1.09
H: -0.477 4.503 -2.046  0.53
H: -0.773 2.858 -2.624  0.49
H: 0.638 3.189 -1.604  0.22
H: -2.278 5.530 0.028  0.49
H: -0.660 5.437 0.757  0.37
H: -2.076 4.904 1.679  0.39
H: -3.736 3.509 -1.320  0.45
H: -3.971 2.694 0.239  0.34
H: -3.412 1.767 -1.160  0.02
H: -1.374 0.827 0.902  0.99
C: 0.937 -3.735 -7.467  -1.53
C: 0.833 -3.159 -6.078  0.90
C: 0.426 -3.937 -5.002  -0.95
C: 0.343 -3.417 -3.711  1.08
C: -0.075 -4.347 -2.599  -1.12
C: 0.662 -2.069 -3.452  -1.44
Te: 0.916 -1.313 -1.319  0.47
N: 1.093 -0.551 0.935  0.05
C: 1.863 -1.015 1.898  0.16
O: 2.383 -0.358 2.857  -0.77
C: 2.201 -2.501 1.967  -0.81
C: 1.815 -3.244 3.082  0.00
C: 2.138 -4.585 3.200  -0.78
C: 2.893 -5.214 2.214  -0.35
C: 3.316 -4.477 1.117  -0.87
C: 2.970 -3.135 0.995  0.54
C: -1.177 -1.519 -0.941  -0.17
C: -1.639 -2.245 0.165  1.57
C: -0.760 -3.076 1.053  -2.08
C: -2.998 -2.213 0.495  -0.74
C: -3.923 -1.518 -0.260  0.95
C: -5.374 -1.454 0.135  -1.82
C: -3.462 -0.857 -1.391  -0.94
C: -2.115 -0.831 -1.735  1.26
C: -1.715 -0.034 -2.944  -1.47
C: 1.065 -1.282 -4.548  1.95
C: 1.381 0.193 -4.422  -1.95
C: 1.146 -1.831 -5.829  -0.70
H: 0.571 -4.765 -7.490  0.34
H: 1.971 -3.742 -7.824  0.30
H: 0.350 -3.156 -8.187  0.33
H: 0.173 -4.983 -5.171  0.19
H: -0.440 -5.297 -3.001  0.37
H: -0.859 -3.905 -1.984  0.04
H: 0.764 -4.551 -1.928  0.17
H: 1.255 -2.742 3.863  0.42
H: 1.806 -5.147 4.068  0.36
H: 3.150 -6.264 2.303  0.34
H: 3.917 -4.947 0.346  0.36
H: 3.289 -2.577 0.129  0.33
H: 0.235 -3.214 0.637  -0.18
H: -1.216 -4.060 1.210  0.79
H: -0.644 -2.596 2.027  0.06
H: -3.324 -2.747 1.384  0.20
H: -5.555 -2.030 1.044  0.38
H: -6.026 -1.846 -0.651  0.37
H: -5.681 -0.422 0.327  0.32
H: -4.169 -0.320 -2.018  0.33
H: -2.589 0.443 -3.398  0.38
H: -1.227 -0.662 -3.690  0.40
H: -0.996 0.736 -2.667  -0.10
H: 1.599 0.488 -3.399  0.03
H: 0.525 0.794 -4.750  0.25
H: 2.230 0.465 -5.055  0.55
H: 1.462 -1.194 -6.656  0.35

Properties
Total energy: -4596.161098 Eh
Net charge: -2
Multiplicity: 2
<S²>: 0.773


The following relative energy (zero: lowest compared OMol25 entry of this formula, charge and spin) values (in eV) correspond, in order, to the records above: 0.203; 0.000.